[1]
{"formula": "C5H6S", "method": "ωB97M-V with the def2-TZVPD basis set", "symbols": ["C", "C", "C", "S", "C", "C", "H", "H", "H", "H", "H", "H"], "positions_angstrom": [[-1.096, 0.273, -0.590], [-0.374, 1.297, -0.180], [0.882, 0.777, 0.490], [2.063, 0.054, -0.619], [0.787, -0.733, 0.418], [-0.541, -1.104, -0.223], [-2.040, 0.385, -1.061], [-0.557, 2.347, -0.217], [1.316, 1.234, 1.358], [1.208, -1.277, 1.234], [-1.244, -1.521, 0.497], [-0.404, -1.732, -1.108]], "gap_ha": 0.3526, "e_lumo_ev": 1.06, "e_above_lowest_kj_mol": 25.2, "smiles": "C1=C[C@@H]2S[C@@H]2C1", "largest_force_ev_per_a": 1.9, "e_tot_ha": -592.26229}



[2]
{"formula": "C2H33FeO17", "method": "ωB97M-V with the def2-TZVPD basis set", "symbols": ["Fe", "C", "C", "O", "O", "H", "H", "H", "O", "H", "H", "O", "H", "H", "O", "H", "H", "O", "H", "H", "O", "H", "H", "O", "H", "H", "O", "H", "H", "O", "H", "H", "O", "H", "H", "O", "H", "H", "O", "H", "H", "O", "H", "H", "O", "H", "H", "O", "H", "H", "O", "H", "H"], "positions_angstrom": [[-2.812, -0.015, 2.605], [0.395, -0.582, -0.326], [-0.318, 0.625, 0.264], [0.207, 1.745, 0.055], [-1.375, 0.462, 0.989], [0.114, -1.553, 0.082], [1.445, -0.562, -0.035], [0.287, -0.551, -1.410], [3.882, 1.478, -0.310], [3.665, 0.598, -0.003], [3.314, 1.614, -1.069], [-1.430, -1.453, -3.641], [-0.639, -1.939, -3.873], [-1.197, -0.534, -3.776], [-0.127, 0.957, -4.045], [0.719, 0.955, -3.598], [-0.009, 1.558, -4.780], [1.951, 1.544, 2.667], [2.276, 0.643, 2.664], [1.176, 1.521, 2.106], [2.171, 3.575, -0.421], [1.321, 3.155, -0.288], [2.793, 3.006, 0.031], [-1.049, 3.395, 2.271], [-0.686, 2.961, 1.499], [-1.096, 4.319, 2.028], [-3.159, -1.258, -1.352], [-2.422, -1.358, -1.955], [-3.923, -1.534, -1.858], [-0.672, -4.002, 0.462], [-0.068, -3.747, -0.235], [-0.487, -4.930, 0.611], [-4.175, -0.128, 1.019], [-3.942, -0.583, 0.210], [-5.082, 0.149, 0.886], [0.879, -3.879, -1.840], [1.638, -3.299, -1.782], [1.053, -4.428, -2.604], [-1.588, 3.621, -0.946], [-1.087, 2.861, -0.649], [-0.969, 4.126, -1.473], [-2.023, -2.093, 2.281], [-2.676, -2.674, 2.672], [-1.446, -2.677, 1.790], [3.627, -0.908, 2.372], [3.742, -1.049, 1.432], [4.460, -1.178, 2.759], [-3.027, 1.963, 3.338], [-2.654, 2.539, 2.670], [-3.361, 2.558, 4.009], [4.000, -1.415, -0.236], [3.629, -1.601, -1.098], [4.756, -1.998, -0.169]], "gap_ha": [0.2889, 0.2669], "spin_multiplicity": 5, "charge": 1, "e_lumo_ev": [-4.10, -4.70], "e_above_lowest_kj_mol": 156.4, "s2": 6.005, "largest_force_ev_per_a": 2.9, "e_tot_ha": -2638.59928}



[3]
{"formula": "C27H63B2ClNO19", "method": "ωB97M-V with the def2-TZVPD basis set", "symbols": ["C", "C", "O", "O", "C", "C", "O", "C", "C", "C", "O", "C", "O", "B", "O", "O", "C", "O", "C", "C", "C", "O", "Cl", "B", "N", "O", "C", "O", "O", "H", "H", "H", "H", "H", "H", "H", "H", "H", "H", "H", "H", "H", "H", "H", "H", "H", "H", "H", "H", "H", "C", "C", "O", "H", "H", "H", "H", "H", "H", "C", "C", "O", "H", "H", "H", "H", "H", "H", "C", "C", "O", "H", "H", "H", "H", "H", "H", "C", "C", "O", "H", "H", "H", "H", "H", "H", "C", "C", "O", "H", "H", "H", "H", "H", "H", "C", "C", "O", "H", "H", "H", "H", "H", "H", "C", "C", "O", "H", "H", "H", "H", "H", "H"], "positions_angstrom": [[0.731, -4.284, -1.279], [0.694, -2.818, -0.946], [0.341, -2.400, 0.126], [1.076, -2.039, -1.962], [1.826, -0.870, -1.567], [0.951, 0.366, -1.373], [-0.080, 0.318, -2.327], [-1.270, 0.985, -1.925], [-2.012, 0.244, -0.793], [-2.350, 1.178, 0.366], [-1.137, 1.613, 1.013], [-0.767, 0.923, 2.093], [-1.416, 0.909, 3.101], [-2.209, 1.020, -3.187], [-1.998, 0.128, -4.226], [-3.247, 1.931, -3.286], [1.812, 1.637, -1.472], [1.740, 2.246, -0.191], [2.561, 3.361, -0.030], [4.082, 3.047, -0.014], [4.434, 1.857, 0.809], [4.277, 0.736, 0.506], [5.215, 2.224, 2.397], [2.166, 4.014, 1.380], [2.013, 5.445, 1.591], [1.947, 3.140, 2.405], [1.380, 2.545, -2.649], [0.648, 3.517, -2.340], [1.797, 2.202, -3.779], [1.689, -4.673, -0.948], [0.618, -4.405, -2.351], [-0.081, -4.759, -0.741], [2.344, -1.051, -0.628], [2.579, -0.712, -2.334], [0.586, 0.324, -0.349], [-1.092, 2.028, -1.650], [-1.378, -0.540, -0.383], [-2.967, -0.186, -1.103], [-3.046, 0.717, 1.065], [-2.812, 2.095, 0.007], [0.185, 0.390, 2.020], [-1.191, 0.349, -4.706], [-4.063, 1.466, -3.508], [2.839, 1.327, -1.690], [2.390, 4.121, -0.795], [4.487, 2.859, -1.009], [4.600, 3.932, 0.354], [1.046, 5.704, 1.423], [2.595, 5.984, 0.960], [2.114, 3.563, 3.254], [-1.905, -3.183, 3.512], [-2.794, -3.152, 2.285], [-3.113, -1.819, 1.880], [-2.378, -2.672, 4.348], [-1.678, -4.209, 3.801], [-0.962, -2.668, 3.312], [-3.744, -3.652, 2.477], [-2.298, -3.666, 1.455], [-2.276, -1.377, 1.709], [-3.684, -1.959, -7.143], [-4.058, -0.590, -7.684], [-4.571, 0.257, -6.665], [-4.552, -2.434, -6.684], [-3.308, -2.607, -7.937], [-2.914, -1.869, -6.374], [-4.840, -0.676, -8.438], [-3.186, -0.116, -8.148], [-3.880, 0.351, -5.998], [-1.378, 6.584, -3.672], [-1.482, 6.269, -2.194], [-1.396, 7.460, -1.394], [-0.435, 7.088, -3.885], [-1.427, 5.670, -4.264], [-2.188, 7.251, -3.986], [-0.664, 5.617, -1.891], [-2.425, 5.758, -1.976], [-2.123, 8.033, -1.653], [3.751, 9.867, 0.155], [4.654, 8.758, 0.663], [4.187, 7.473, 0.265], [2.734, 9.724, 0.520], [4.108, 10.845, 0.482], [3.711, 9.862, -0.937], [4.677, 8.752, 1.751], [5.677, 8.902, 0.299], [4.167, 7.448, -0.697], [1.569, -7.076, 4.514], [0.665, -6.999, 3.295], [0.367, -5.650, 2.951], [1.101, -6.580, 5.365], [1.780, -8.113, 4.785], [2.518, -6.570, 4.322], [-0.287, -7.488, 3.496], [1.131, -7.499, 2.439], [1.197, -5.204, 2.757], [3.300, -10.297, 1.899], [2.415, -10.204, 0.668], [2.144, -8.853, 0.311], [2.830, -9.789, 2.742], [3.483, -11.337, 2.174], [4.263, -9.814, 1.719], [1.449, -10.671, 0.856], [2.884, -10.719, -0.178], [2.984, -8.421, 0.128], [-4.949, -1.101, 5.049], [-4.095, -0.324, 6.038], [-2.712, -0.395, 5.722], [-4.646, -2.148, 5.026], [-6.007, -1.048, 5.316], [-4.825, -0.706, 4.038], [-4.207, -0.734, 7.042], [-4.410, 0.726, 6.062], [-2.592, -0.017, 4.841]], "gap_ha": 0.2606, "charge": -1, "e_lumo_ev": 1.93, "largest_force_ev_per_a": 1.2, "e_tot_ha": -3060.96917}



[4]
{"formula": "C2H6N2O2", "method": "ωB97M-V with the def2-TZVPD basis set", "symbols": ["N", "C", "O", "O", "H", "H", "H", "C", "N", "H", "H", "H"], "positions_angstrom": [[-0.238, 1.585, 0.921], [0.845, 1.239, 0.109], [1.909, 1.836, 0.058], [0.651, 0.093, -0.622], [-1.195, 1.410, 0.693], [-0.127, 2.473, 1.337], [0.110, -0.526, -0.088], [-1.881, -2.421, -0.635], [-0.859, -2.122, 0.052], [-2.219, -1.811, -1.472], [-2.504, -3.313, -0.434], [-0.646, -2.807, 0.819]], "gap_ha": 0.3928, "e_lumo_ev": 0.68, "e_above_lowest_kj_mol": 90.3, "smiles": "NC(=O)O.C=N", "largest_force_ev_per_a": 1.9, "e_tot_ha": -339.79828}